1.
Molecular formula: C35H41N7O7S3
Method: DFT, the ωB97M-V functional and the def2-TZVPD basis

For the orbital gap, the calculation gives 8.8 eV. As for the total energy: -3462.74541 Ha. The HOMO energy is -9.363 eV. As for the SMILES: [H]/N=C(/C)C[C@@]1(CCCCS(=O)(=O)O)OS(=O)(=O)O[C@@H]1N=C=S.c1ccncc1.c1ccncc1.c1ccncc1.c1ccncc1.c1ccncc1.

The geometry in ORCA input format:
```
! wB97M-V def2-TZVPD RIJCOSX def2/J DEFGRID3
* xyz 0 1
C 2.094 0.495 0.164
C 1.407 -0.700 -0.415
N 1.540 -1.798 0.222
C 0.646 -0.653 -1.733
C -0.803 -0.056 -1.698
C -1.806 -1.146 -1.351
C -1.888 -1.476 0.139
C -2.840 -0.619 1.010
C -3.667 0.405 0.255
S -5.002 0.899 1.355
O -6.036 -0.089 1.197
O -4.510 1.043 2.686
O -5.528 2.302 0.860
O -0.843 1.129 -0.853
S -0.411 2.402 -1.694
O -1.359 3.455 -1.607
O 0.944 2.779 -1.503
O -0.492 1.773 -3.201
C -1.018 0.461 -3.129
N -2.370 0.390 -3.712
C -3.281 1.117 -3.315
S -4.437 2.052 -2.863
H 1.428 1.321 0.353
H 2.872 0.799 -0.532
H 2.586 0.204 1.082
H 1.065 -2.551 -0.278
H 1.237 -0.046 -2.414
H 0.616 -1.661 -2.108
H -1.419 -2.025 -1.852
H -2.770 -0.962 -1.804
H -0.910 -1.438 0.597
H -2.197 -2.513 0.214
H -2.298 -0.120 1.801
H -3.526 -1.288 1.518
H -4.183 0.003 -0.606
H -3.121 1.312 0.018
H -5.775 2.250 -0.072
H -0.425 -0.165 -3.782
N 2.220 -2.472 -3.751
C 2.708 -3.521 -3.089
C 3.964 -4.060 -3.317
C 4.759 -3.479 -4.290
C 4.269 -2.389 -4.991
C 3.000 -1.926 -4.683
H 2.054 -3.949 -2.335
H 4.308 -4.910 -2.744
H 5.747 -3.869 -4.499
H 4.857 -1.906 -5.758
H 2.582 -1.071 -5.204
N 2.913 7.476 -1.613
C 2.392 8.414 -2.400
C 1.218 8.250 -3.119
C 0.549 7.041 -3.018
C 1.076 6.052 -2.205
C 2.256 6.321 -1.527
H 2.949 9.343 -2.453
H 0.841 9.050 -3.742
H -0.371 6.872 -3.563
H 0.591 5.093 -2.095
H 2.701 5.575 -0.878
N 6.719 -3.324 0.265
C 5.414 -3.090 0.138
C 4.486 -3.301 1.148
C 4.939 -3.783 2.365
C 6.295 -4.035 2.515
C 7.137 -3.789 1.440
H 5.099 -2.713 -0.831
H 3.440 -3.087 0.981
H 4.252 -3.958 3.177
H 6.694 -4.413 3.447
H 8.204 -3.970 1.519
N -11.167 -1.423 0.965
C -9.852 -1.515 1.153
C -9.058 -0.469 1.603
C -9.671 0.744 1.870
C -11.039 0.859 1.680
C -11.737 -0.251 1.229
H -9.414 -2.481 0.928
H -7.990 -0.595 1.738
H -9.090 1.587 2.222
H -11.557 1.789 1.877
H -12.809 -0.204 1.070
N 4.111 -2.162 4.879
C 5.315 -1.589 4.891
C 5.709 -0.644 5.826
C 4.805 -0.267 6.804
C 3.549 -0.848 6.806
C 3.256 -1.784 5.828
H 5.993 -1.905 4.108
H 6.701 -0.216 5.785
H 5.075 0.469 7.551
H 2.810 -0.582 7.549
H 2.283 -2.263 5.797
*
```



2.
Molecular formula: C30H63CdF4N8O9S4
Method: DFT, the ωB97M-V functional and the def2-TZVPD basis

The energy above the lowest of the compared OMol25 structures with the same formula, charge and spin comes out at 0.0 kcal per mole. For the orbital gap, the calculation gives 8.8 eV. As for the total energy: -4455.08543 Ha. The HOMO energy is -15.847 eV.

The geometry in ORCA input format:
```
! wB97M-V def2-TZVPD RIJCOSX def2/J DEFGRID3
* xyz 3 1
Cd 1.908 -13.553 -13.514
C 3.864 -15.606 -16.400
C 3.434 -14.144 -16.269
O 2.241 -13.893 -15.617
H 3.114 -16.161 -16.979
H 3.842 -15.936 -15.359
H 4.830 -15.795 -16.871
H 3.396 -13.642 -17.258
H 4.288 -13.612 -15.819
C 2.579 -9.873 -16.671
C 2.303 -10.500 -18.022
N 0.892 -10.829 -18.242
C 0.278 -11.961 -17.747
C -1.009 -11.890 -18.161
N -1.148 -10.734 -18.878
C 0.033 -10.116 -18.908
C -2.402 -10.273 -19.475
H 3.648 -9.778 -16.497
H 2.246 -10.584 -15.910
H 2.125 -8.911 -16.441
H 2.811 -11.464 -17.996
H 2.664 -9.877 -18.837
H 0.863 -12.621 -17.113
H -1.838 -12.554 -17.988
H 0.233 -9.150 -19.340
H -3.125 -10.064 -18.693
H -2.771 -11.017 -20.179
H -2.235 -9.400 -20.101
C -1.823 -18.475 -15.396
C -0.514 -17.700 -15.488
N -0.017 -17.560 -16.875
C -0.026 -18.569 -17.806
C 0.405 -18.025 -18.967
N 0.656 -16.690 -18.720
C 0.390 -16.437 -17.446
C 1.336 -15.801 -19.678
H -1.636 -19.549 -15.394
H -2.503 -18.283 -16.225
H -2.291 -18.216 -14.449
H 0.239 -18.168 -14.860
H -0.634 -16.678 -15.131
H -0.495 -19.524 -17.643
H 0.428 -18.350 -19.994
H 0.519 -15.484 -16.950
H 2.133 -15.301 -19.134
H 0.593 -15.142 -20.118
H 1.759 -16.415 -20.468
C 4.627 -17.106 -21.384
C 4.362 -18.410 -20.641
C 5.148 -18.350 -19.343
N 5.010 -19.525 -18.417
C 5.373 -20.774 -19.169
C 5.976 -19.317 -17.265
C 5.344 -19.921 -16.034
C 3.815 -19.737 -16.262
C 3.600 -19.641 -17.766
H 3.964 -16.904 -22.224
H 5.641 -17.038 -21.776
H 4.483 -16.277 -20.683
H 4.592 -19.286 -21.256
H 3.300 -18.644 -20.483
H 4.863 -17.455 -18.786
H 6.212 -18.267 -19.570
H 4.550 -21.176 -19.747
H 5.758 -21.493 -18.448
H 6.218 -20.536 -19.813
H 6.952 -19.695 -17.565
H 6.087 -18.233 -17.192
H 5.630 -20.964 -15.937
H 5.664 -19.275 -15.221
H 3.365 -20.569 -15.729
H 3.605 -18.793 -15.760
H 3.117 -20.480 -18.255
H 3.182 -18.689 -18.086
C 8.242 -12.855 -10.572
C 8.011 -13.982 -11.575
C 9.230 -14.318 -12.430
N 8.916 -14.899 -13.775
C 10.175 -15.462 -14.369
C 8.301 -13.855 -14.675
C 7.043 -14.442 -15.293
C 6.601 -15.531 -14.313
C 7.885 -16.033 -13.692
H 7.277 -12.523 -10.179
H 8.538 -11.965 -11.131
H 8.817 -13.131 -9.694
H 7.022 -13.903 -12.039
H 7.759 -14.899 -11.022
H 9.782 -15.078 -11.868
H 9.970 -13.519 -12.507
H 10.992 -14.753 -14.293
H 9.927 -15.712 -15.399
H 10.393 -16.393 -13.851
H 9.045 -13.414 -15.331
H 7.911 -13.078 -14.016
H 7.237 -14.860 -16.287
H 6.258 -13.708 -15.450
H 6.093 -16.288 -14.907
H 5.920 -15.225 -13.520
H 8.343 -16.866 -14.226
H 7.806 -16.409 -12.675
N 2.736 -11.719 -13.053
S 4.338 -11.351 -13.310
O 4.989 -10.988 -12.116
O 4.660 -10.644 -14.489
F 4.909 -12.834 -13.536
S 2.299 -10.334 -12.307
O 2.610 -9.182 -13.045
O 2.404 -10.364 -10.914
F 0.729 -10.509 -12.560
N 2.615 -15.050 -12.292
S 2.778 -16.648 -12.524
O 2.119 -17.486 -11.610
O 4.054 -17.053 -12.997
F 1.830 -16.747 -13.829
S 3.633 -14.892 -10.945
O 5.022 -15.081 -11.156
O 3.039 -15.434 -9.804
F 3.486 -13.340 -10.846
*
```



3.
Molecular formula: CH8OP3
Method: DFT, the ωB97M-V functional and the def2-TZVPD basis

The energy above the lowest of the compared OMol25 structures with the same formula, charge and spin comes out at 51.7 kcal per mole. For the orbital gap, the calculation gives 8.9 eV. As for the total energy: -1141.82130 Ha. The HOMO energy is -14.573 eV.

The geometry in ORCA input format:
```
! wB97M-V def2-TZVPD RIJCOSX def2/J DEFGRID3
* xyz 1 1
C 1.267 0.542 -0.687
O 0.656 -0.644 1.616
P -1.551 1.397 1.169
P -1.138 -1.768 -0.628
P -0.106 -0.087 0.335
H 1.006 0.790 -1.658
H 1.958 -0.256 -0.946
H 1.733 1.447 -0.324
H 0.936 0.005 2.414
H -2.219 0.126 1.370
H -2.312 1.650 0.102
H 0.017 -2.540 -0.420
H -0.246 -0.660 -2.341
*
```



4.
Molecular formula: C15H43BIN4O7S6
Method: DFT, the ωB97M-V functional and the def2-TZVPD basis

For the orbital gap, the calculation gives 6.0 eV. As for the total energy: -4054.22905 Ha. The HOMO energy is -10.335 eV.

The geometry in ORCA input format:
```
! wB97M-V def2-TZVPD RIJCOSX def2/J DEFGRID3
* xyz 1 1
C -2.244 0.665 2.537
N -2.041 1.982 1.820
C -0.753 2.011 1.012
B -3.241 2.325 0.956
O -4.536 2.602 1.658
N -3.243 2.459 -0.555
C -4.066 1.674 -1.322
N -5.028 0.617 -0.850
S -4.280 -0.920 -0.519
N -3.945 1.866 -2.848
C -2.709 1.018 -3.197
C -1.951 1.712 -4.484
O -2.215 1.188 -5.692
I -0.627 3.425 -4.151
H -2.165 0.756 3.724
H -1.441 -0.095 2.112
H -3.362 0.304 2.331
H -0.742 3.070 0.462
H 0.183 1.941 1.717
H -0.810 1.135 0.229
H -4.221 2.959 2.562
H -2.585 3.155 -1.016
H -5.682 0.939 -0.107
H -4.062 -1.136 0.851
H -3.712 2.901 -2.933
H -1.985 0.870 -2.268
H -3.089 -0.080 -3.467
C 3.254 -1.795 2.992
S 2.888 -0.045 2.714
O 1.401 0.087 2.569
C 3.606 0.040 1.055
H 2.856 -2.081 3.969
H 2.782 -2.405 2.217
H 4.336 -1.949 2.985
H 3.113 -0.680 0.397
H 4.676 -0.172 1.109
H 3.456 1.049 0.665
C 5.066 2.627 5.227
S 5.486 2.646 3.467
O 5.690 1.224 3.037
C 7.123 3.392 3.670
H 4.084 2.161 5.343
H 5.807 2.049 5.784
H 5.025 3.651 5.606
H 7.741 2.768 4.320
H 7.018 4.392 4.097
H 7.593 3.466 2.686
C 0.725 -0.935 -5.630
S 0.850 -1.709 -4.000
O 0.892 -0.610 -2.980
C 2.540 -2.322 -4.207
H -0.251 -0.449 -5.709
H 1.512 -0.185 -5.751
H 0.811 -1.698 -6.407
H 3.217 -1.490 -4.414
H 2.569 -3.043 -5.028
H 2.844 -2.816 -3.282
C -3.109 1.049 7.106
S -4.626 0.642 6.208
O -4.557 1.323 4.874
C -5.736 1.612 7.258
H -2.267 0.573 6.596
H -2.958 2.132 7.117
H -3.173 0.668 8.128
H -5.427 2.660 7.260
H -5.718 1.213 8.275
H -6.748 1.533 6.856
C 2.269 -6.184 -7.836
S 1.106 -4.798 -7.802
O 1.481 -3.923 -6.644
C -0.336 -5.772 -7.303
H 3.259 -5.797 -8.093
H 2.312 -6.662 -6.855
H 1.958 -6.906 -8.594
H -0.137 -6.275 -6.354
H -0.566 -6.507 -8.078
H -1.185 -5.095 -7.183
*
```



5.
Molecular formula: C3H7NO2
Method: DFT, the ωB97M-V functional and the def2-TZVPD basis

The energy above the lowest of the compared OMol25 structures with the same formula, charge and spin comes out at 73.1 kcal per mole. For the orbital gap, the calculation gives 10.1 eV. As for the total energy: -323.66450 Ha. The HOMO energy is -9.475 eV. As for the SMILES: C/C(CO)=N/O.

The geometry in ORCA input format:
```
! wB97M-V def2-TZVPD RIJCOSX def2/J DEFGRID3
* xyz 0 1
C 1.410 -0.029 1.186
C 0.359 0.279 0.155
N 0.559 1.323 -0.552
O -0.459 1.579 -1.496
C -0.873 -0.604 0.064
O -1.207 -0.998 -1.262
H 2.003 0.869 1.373
H 0.966 -0.370 2.128
H 2.085 -0.820 0.835
H -0.457 0.799 -2.074
H -1.701 -0.049 0.528
H -0.723 -1.517 0.650
H -1.962 -0.461 -1.534
*
```



6.
Molecular formula: C2H5NO4
Method: DFT, the ωB97M-V functional and the def2-TZVPD basis

The energy above the lowest of the compared OMol25 structures with the same formula, charge and spin comes out at 102.0 kcal per mole. For the orbital gap, the calculation gives 10.5 eV. As for the total energy: -434.83152 Ha. The HOMO energy is -10.021 eV. As for the SMILES: CC(=O)O.O=NO.

The geometry in ORCA input format:
```
! wB97M-V def2-TZVPD RIJCOSX def2/J DEFGRID3
* xyz 0 1
C -1.183 0.404 -0.812
C -0.801 -0.435 0.446
N 1.899 0.844 -0.245
O 2.561 0.440 -1.167
O 2.253 0.396 0.997
O -0.208 -0.002 1.420
O -1.111 -1.681 0.386
H -2.254 0.470 -1.094
H -0.721 1.317 -0.776
H -0.807 -0.159 -1.779
H 1.377 0.587 1.388
H -1.004 -2.179 1.236
*
```